Entry 1:
ORCA calculation (ωB97M-V/def2-TZVPD) on a structure of composition C3H6SSe.

XYZ file:
```
11
C3H6SSe | OMol25 | ωB97M-V/def2-TZVPD
C -0.45 -0.02 -1.41
C -0.21 0.89 -0.34
C 0.70 -0.01 1.07
S 0.88 1.27 -1.69
Se -0.50 -1.15 2.07
H -0.14 -1.05 -1.34
H -1.21 0.20 -2.15
H -0.83 1.63 0.25
H 0.97 0.88 1.68
H 1.49 -0.37 0.62
H -0.71 -2.28 1.24
```

Its calculated total energy is -2917.4209 hartree. The relative energy (zero: lowest compared OMol25 entry of this formula, charge and spin) comes out at 17.2 kcal/mol. As for the HOMO-LUMO gap: 8.99 eV.

Entry 2:
ORCA calculation (ωB97M-V/def2-TZVPD) on a cluster of 2 separate species, C5H10N2S in total.

XYZ file:
```
18
C5H10N2S | OMol25 | ωB97M-V/def2-TZVPD
C 1.08 -0.65 0.18
C 0.03 0.10 1.15
C 0.05 1.48 0.38
C -0.13 -0.32 -0.88
C -1.05 -0.58 0.25
H 2.59 -1.15 -1.11
H 2.49 0.60 -0.34
H 0.92 -1.82 0.31
H 0.03 0.34 2.34
H -0.75 1.99 0.75
H 1.11 1.94 0.58
H -1.16 1.58 -1.14
H -0.33 -1.06 -1.69
H -1.15 -1.53 0.58
H -2.98 -1.49 -0.60
N 2.39 -0.40 0.10
N -0.27 1.09 -0.99
S -2.86 -0.11 0.10
```

Its calculated total energy is -703.9969 hartree. The relative energy (zero: lowest compared OMol25 entry of this formula, charge and spin) comes out at 142.4 kcal/mol. As for the HOMO-LUMO gap: 9.00 eV.

Entry 3:
ORCA calculation (ωB97M-V/def2-TZVPD) on an isolated molecule of C24H23NO5.

XYZ file:
```
53
C24H23NO5 | OMol25 | ωB97M-V/def2-TZVPD
C -7.48 -0.07 2.38
O -7.39 0.78 1.26
C -6.23 0.80 0.55
C -6.19 1.65 -0.55
C -5.06 1.74 -1.33
C -3.93 0.99 -1.03
O -2.75 1.01 -1.74
C -2.66 1.85 -2.86
C -3.97 0.14 0.08
N -2.81 -0.60 0.34
C -2.55 -1.49 1.32
O -3.31 -1.83 2.20
C -1.14 -2.08 1.23
O -0.42 -1.60 0.11
C 0.16 -2.50 -0.70
O 0.14 -3.68 -0.53
C 0.87 -1.79 -1.84
C 2.13 -1.18 -1.27
C 2.12 0.11 -0.76
C 3.27 0.66 -0.21
C 4.45 -0.08 -0.15
C 5.67 0.50 0.43
C 6.91 0.30 -0.17
C 8.05 0.85 0.38
C 7.98 1.59 1.54
C 6.75 1.79 2.15
C 5.61 1.25 1.60
C 4.45 -1.38 -0.66
C 3.30 -1.92 -1.21
C -5.11 0.04 0.86
H -7.34 -1.12 2.10
H -8.48 0.07 2.78
H -6.74 0.20 3.14
H -7.07 2.23 -0.79
H -5.07 2.41 -2.18
H -2.80 2.90 -2.58
H -1.66 1.72 -3.26
H -3.40 1.58 -3.63
H -2.05 -0.41 -0.31
H -1.21 -3.18 1.19
H -0.60 -1.81 2.14
H 1.11 -2.52 -2.61
H 0.22 -1.01 -2.23
H 1.22 0.70 -0.80
H 3.25 1.67 0.17
H 6.97 -0.26 -1.09
H 9.01 0.69 -0.11
H 8.88 2.02 1.97
H 6.69 2.37 3.06
H 4.65 1.40 2.09
H 5.35 -1.97 -0.60
H 3.31 -2.93 -1.58
H -5.09 -0.63 1.71
```

Its calculated total energy is -1359.3336 hartree. The relative energy (zero: lowest compared OMol25 entry of this formula, charge and spin) comes out at 9.7 kcal/mol. Its SMILES is COc1ccc(OC)c(NC(=O)COC(=O)Cc2ccc(-c3ccccc3)cc2)c1. As for the HOMO-LUMO gap: 8.37 eV.

Entry 4:
ORCA calculation (ωB97M-V/def2-TZVPD) on a structure of composition C7H5KO2.

XYZ file:
```
15
C7H5KO2 | OMol25 | ωB97M-V/def2-TZVPD
O 3.97 0.49 -1.84
C 2.98 0.20 -1.34
C 1.94 -0.29 -0.63
C 1.14 0.54 0.22
C -0.94 0.61 0.00
O -1.50 1.71 -0.13
K -3.21 3.76 -1.60
H 1.79 -1.37 -0.74
H 1.48 1.58 0.35
H 1.16 0.19 1.26
H -1.03 0.00 -0.92
C -1.91 -1.03 1.31
C -2.01 -2.30 1.02
C -1.89 -3.58 0.80
H -1.97 -0.51 2.26
```

Its calculated total energy is -1019.5624 hartree. Its total charge is +1. The multiplicity is 2. The relative energy (zero: lowest compared OMol25 entry of this formula, charge and spin) comes out at 49.1 kcal/mol. As for the HOMO-LUMO gap (alpha / beta): 6.16 / 5.61 eV.

Entry 5:
ORCA calculation (ωB97M-V/def2-TZVPD) on a structure of composition C32H24Br4N6O2SSiV.

XYZ file:
```
71
C32H24Br4N6O2SSiV | OMol25 | ωB97M-V/def2-TZVPD
V 0.44 -1.07 -0.28
C 4.04 -3.56 -0.65
C 4.84 -3.04 0.36
C 4.59 -1.78 0.84
C 3.50 -1.11 0.31
N 2.60 -1.69 -0.50
C 2.92 -2.91 -1.05
N 3.38 0.28 0.66
C 2.52 1.04 0.03
N 1.51 0.73 -0.85
C 0.88 1.88 -1.21
N -0.03 2.10 -2.06
C -0.58 1.02 -2.79
C -1.33 1.32 -3.90
C -1.83 0.27 -4.68
C -1.65 -1.03 -4.31
C -1.07 -1.21 -3.07
N -0.47 -0.23 -2.35
C 1.59 3.06 -0.60
C 1.41 4.38 -0.75
C 2.24 5.22 0.01
C 3.22 4.73 0.86
C 3.38 3.33 1.00
C 2.57 2.54 0.25
H 4.14 -4.58 -1.02
H 5.68 -3.58 0.73
H 5.18 -1.26 1.56
H 2.14 -3.32 -1.70
H -1.49 2.35 -4.24
H -2.24 0.51 -5.68
H -2.09 -1.87 -4.86
H -1.04 -2.18 -2.66
H 0.62 4.80 -1.29
H 2.21 6.26 -0.09
H 3.85 5.40 1.42
H 4.08 2.88 1.72
Br 1.71 -7.24 2.44
C 0.94 -5.94 1.32
C 0.59 -6.23 0.00
Br 0.87 -7.93 -0.88
C 0.19 -5.17 -0.81
Br -0.19 -5.35 -2.69
C 0.25 -3.82 -0.34
O -0.10 -2.76 -1.06
C 0.52 -3.53 1.05
O 0.52 -2.30 1.32
C 0.89 -4.62 1.86
Br 1.39 -4.22 3.61
C -2.08 3.73 0.74
Si -2.81 2.59 2.06
C -4.52 3.24 2.29
C -1.94 2.83 3.64
C -2.92 0.86 1.42
C -4.09 0.32 0.93
C -4.10 -0.83 0.17
C -2.90 -1.28 -0.23
N -1.70 -0.81 0.24
C -1.67 0.21 1.09
S -0.10 0.52 1.81
H -2.26 3.31 -0.26
H -1.00 3.73 0.96
H -2.60 4.70 0.83
H -4.53 4.02 3.05
H -5.16 2.40 2.80
H -4.93 3.54 1.37
H -1.82 3.89 3.86
H -0.87 2.52 3.69
H -2.46 2.39 4.54
H -5.02 0.89 1.13
H -5.04 -1.21 -0.20
H -2.75 -2.12 -0.89
```

Its calculated total energy is -13640.8420 hartree. Its total charge is -1. The multiplicity is 3. The relative energy (zero: lowest compared OMol25 entry of this formula, charge and spin) comes out at 17.7 kcal/mol. As for the HOMO-LUMO gap (alpha / beta): 6.73 / 6.80 eV.

Entry 6:
ORCA calculation (ωB97M-V/def2-TZVPD) on an isolated molecule of C5H7NO.

XYZ file:
```
14
C5H7NO | OMol25 | ωB97M-V/def2-TZVPD
C 1.56 -0.65 0.60
N 0.88 -1.42 -0.16
C -0.36 -0.94 -0.71
C -1.48 -0.46 0.42
C -0.68 0.48 -0.42
C 0.53 1.32 -0.07
O 1.39 0.66 0.85
H 2.41 -1.03 1.18
H -0.59 -1.48 -1.63
H -1.21 -0.94 1.35
H -2.56 -0.21 0.44
H -1.33 0.91 -1.17
H 0.39 2.32 0.35
H 1.05 1.42 -1.03
```

Its calculated total energy is -324.6355 hartree. The relative energy (zero: lowest compared OMol25 entry of this formula, charge and spin) comes out at 55.9 kcal/mol. Its SMILES is C1=N[C@H]2C[C@H]2CO1. As for the HOMO-LUMO gap: 9.87 eV.

Maximum force values (in hartree/bohr) by entry order: 0.1428 0.1523 0.0141 0.0867 0.0770 0.0295.